i.
This record from the OMol25 dataset describes a cluster of 9 separate species, C18H54O9 in total. The level of theory is ωB97M-V/def2-TZVPD.

Each atom is followed by the atoms it is bonded to, with distances in Å.
Geometry (Å):
1 C 4.01 -0.56 -1.85  C2 1.523, H4 1.090, H5 1.090, H6 1.090
2 C 4.29 -0.28 -0.37  C1 1.523, O3 1.399, H7 1.090, H8 1.090
3 O 3.27 0.54 0.10  C2 1.399, H9 0.960
4 H 3.11 -1.11 -2.12  C1 1.090
5 H 4.83 -1.11 -2.32  C1 1.090
6 H 3.93 0.41 -2.32  C1 1.090
7 H 5.23 0.26 -0.33  C2 1.090
8 H 4.36 -1.23 0.17  C2 1.090
9 H 2.49 0.00 0.24  O3 0.960
10 C -0.01 0.78 0.91  C11 1.513, H13 1.090, H14 1.090, H15 1.090
11 C -0.17 -0.54 0.18  C10 1.513, O12 1.415, H16 1.090, H17 1.090
12 O 1.03 -1.16 -0.23  C11 1.415, H18 0.960
13 H 0.34 1.56 0.22  C10 1.090
14 H 0.65 0.68 1.77  C10 1.090
15 H -0.97 1.09 1.31  C10 1.090
16 H -0.82 -0.34 -0.67  C11 1.090
17 H -0.71 -1.30 0.75  C11 1.090
18 H 0.77 -1.94 -0.74  O12 0.960
19 C 2.09 0.93 5.22  C20 1.536, H22 1.090, H23 1.090, H24 1.090
20 C 0.81 0.92 6.07  C19 1.536, O21 1.401, H25 1.090, H26 1.090
21 O 1.35 0.55 7.31  C20 1.401, H27 0.960
22 H 1.88 0.98 4.15  C19 1.090
23 H 2.58 -0.05 5.30  C19 1.090
24 H 2.74 1.75 5.51  C19 1.090
25 H -0.05 0.34 5.74  C20 1.090
26 H 0.49 1.95 6.18  C20 1.090
27 H 2.13 1.07 7.51  O21 0.960
28 C 0.05 3.45 3.21  C29 1.564, H31 1.090, H32 1.090, H33 1.090
29 C -1.28 2.84 3.75  C28 1.564, O30 1.392, H34 1.090, H35 1.090
30 O -2.19 3.06 2.72  C29 1.392, H36 0.960
31 H 0.41 3.14 2.23  C28 1.090
32 H 0.85 3.18 3.90  C28 1.090
33 H 0.01 4.54 3.13  C28 1.090
34 H -1.60 3.29 4.70  C29 1.090
35 H -1.27 1.79 4.02  C29 1.090
36 H -2.93 2.50 2.95  O30 0.960
37 C -0.76 4.68 -1.14  C38 1.521, H40 1.090, H41 1.090, H42 1.090
38 C -0.55 5.53 0.11  C37 1.521, O39 1.404, H43 1.090, H44 1.090
39 O -0.28 6.83 -0.36  C38 1.404, H45 0.960
40 H -1.04 3.66 -0.88  C37 1.090
41 H 0.14 4.45 -1.71  C37 1.090
42 H -1.41 5.09 -1.91  C37 1.090
43 H 0.25 5.13 0.73  C38 1.090
44 H -1.43 5.52 0.74  C38 1.090
45 H -1.07 7.21 -0.74  O39 0.960
46 C 0.77 0.17 -3.95  C47 1.538, H49 1.090, H50 1.090, H51 1.090
47 C 2.00 0.81 -4.62  C46 1.538, O48 1.449, H52 1.090, H53 1.090
48 O 1.59 1.84 -5.55  C47 1.449, H54 0.960
49 H 0.18 0.94 -3.46  C46 1.090
50 H 1.06 -0.57 -3.21  C46 1.090
51 H 0.16 -0.32 -4.71  C46 1.090
52 H 2.54 0.09 -5.25  C47 1.090
53 H 2.69 1.20 -3.87  C47 1.090
54 H 2.33 2.44 -5.63  O48 0.960
55 C -3.39 -0.48 -2.22  C56 1.550, H58 1.090, H59 1.090, H60 1.090
56 C -3.46 -1.82 -3.00  C55 1.550, O57 1.430, H61 1.090, H62 1.090
57 O -2.27 -2.58 -2.79  C56 1.430, H63 0.960
58 H -2.59 0.11 -2.65  C55 1.090
59 H -3.30 -0.63 -1.15  C55 1.090
60 H -4.28 0.14 -2.39  C55 1.090
61 H -3.50 -1.67 -4.08  C56 1.090
62 H -4.33 -2.42 -2.74  C56 1.090
63 H -2.42 -3.46 -3.15  O57 0.960
64 C 2.12 -4.20 -2.34  C65 1.483, H67 1.090, H68 1.090, H69 1.090
65 C 0.68 -4.38 -2.06  C64 1.483, O66 1.438, H70 1.090, H71 1.090
66 O 0.19 -3.03 -1.94  C65 1.438, H72 0.960
67 H 2.17 -3.73 -3.32  C64 1.090
68 H 2.65 -5.16 -2.40  C64 1.090
69 H 2.62 -3.55 -1.62  C64 1.090
70 H 0.48 -4.84 -1.09  C65 1.090
71 H 0.13 -4.87 -2.86  C65 1.090
72 H -0.74 -3.03 -2.17  O66 0.960
73 C -3.78 -3.32 0.99  C74 1.542, H76 1.090, H77 1.090, H78 1.090
74 C -3.12 -4.71 1.03  C73 1.542, O75 1.411, H79 1.090, H80 1.090
75 O -3.12 -5.24 2.34  C74 1.411, H81 0.960
76 H -3.65 -2.92 -0.01  C73 1.090
77 H -3.23 -2.58 1.58  C73 1.090
78 H -4.81 -3.19 1.33  C73 1.090
79 H -2.07 -4.63 0.76  C74 1.090
80 H -3.64 -5.35 0.32  C74 1.090
81 H -2.25 -5.14 2.72  O75 0.960

Values from the calculation:
SMILES string: CCO.CCO.CCO.CCO.CCO.CCO.CCO.CCO.CCO
HOMO level: -0.347 hartree
Frontier orbital gap: 0.3541 Eh
LUMO level: 0.18 eV

ii.
This record from the OMol25 dataset describes a cluster of 9 separate species, C18H54O9 in total. The level of theory is ωB97M-V/def2-TZVPD.

Each atom is followed by the atoms it is bonded to, with distances in Å.
Geometry (Å):
1 C 22.02 -6.21 4.43  C2 1.504, H4 1.091, H5 1.092, H6 1.090
2 C 23.03 -7.16 5.00  C1 1.504, O3 1.438, H7 1.099, H8 1.085
3 O 23.35 -8.19 4.04  C2 1.438, H9 0.960
4 H 21.26 -6.79 3.90  C1 1.091
5 H 22.44 -5.51 3.71  C1 1.092
6 H 21.50 -5.66 5.22  C1 1.090
7 H 22.54 -7.64 5.86  C2 1.099
8 H 23.96 -6.73 5.37  C2 1.085
9 H 22.80 -8.96 4.20  O3 0.960
10 C 29.65 -0.62 1.58  C11 1.510, H13 1.088, H14 1.093, H15 1.094
11 C 29.84 -1.70 2.62  C10 1.510, O12 1.411, H16 1.090, H17 1.101
12 O 28.69 -2.49 2.83  C11 1.411, H18 0.965
13 H 30.36 0.19 1.72  C10 1.088
14 H 28.62 -0.25 1.65  C10 1.093
15 H 29.71 -1.02 0.57  C10 1.094
16 H 30.09 -1.27 3.59  C11 1.090
17 H 30.69 -2.35 2.36  C11 1.101
18 H 28.48 -3.00 2.03  O12 0.965
19 C 27.04 -6.74 4.73  C20 1.507, H22 1.088, H23 1.092, H24 1.098
20 C 28.10 -5.67 4.63  C19 1.507, O21 1.430, H25 1.090, H26 1.094
21 O 29.40 -6.21 4.89  C20 1.430, H27 0.964
22 H 27.07 -7.46 3.91  C19 1.088
23 H 26.06 -6.29 4.86  C19 1.092
24 H 27.18 -7.31 5.66  C19 1.098
25 H 27.89 -4.85 5.32  C20 1.090
26 H 28.10 -5.23 3.63  C20 1.094
27 H 29.86 -6.32 4.06  O21 0.964
28 C 29.22 -5.50 -1.24  C29 1.509, H31 1.088, H32 1.093, H33 1.090
29 C 29.82 -4.59 -0.20  C28 1.509, O30 1.431, H34 1.099, H35 1.096
30 O 29.17 -4.80 1.06  C29 1.431, H36 0.962
31 H 28.18 -5.24 -1.40  C28 1.088
32 H 29.27 -6.54 -0.90  C28 1.093
33 H 29.78 -5.47 -2.17  C28 1.090
34 H 29.67 -3.54 -0.47  C29 1.099
35 H 30.91 -4.66 -0.14  C29 1.096
36 H 29.81 -4.89 1.77  O30 0.962
37 C 29.62 -8.86 8.13  C38 1.508, H40 1.091, H41 1.094, H42 1.094
38 C 30.44 -7.67 7.70  C37 1.508, O39 1.411, H43 1.096, H44 1.095
39 O 29.65 -6.51 7.67  C38 1.411, H45 0.966
40 H 29.10 -8.67 9.07  C37 1.091
41 H 30.21 -9.77 8.26  C37 1.094
42 H 28.86 -9.09 7.37  C37 1.094
43 H 30.89 -7.90 6.73  C38 1.096
44 H 31.25 -7.51 8.41  C38 1.095
45 H 29.58 -6.20 6.75  O39 0.966
46 C 31.29 -9.01 2.88  C47 1.517, H49 1.091, H50 1.088, H51 1.093
47 C 31.97 -7.78 3.46  C46 1.517, O48 1.434, H52 1.098, H53 1.091
48 O 31.42 -6.56 2.93  C47 1.434, H54 0.961
49 H 31.90 -9.90 3.05  C46 1.091
50 H 31.10 -8.91 1.81  C46 1.088
51 H 30.34 -9.19 3.38  C46 1.093
52 H 33.05 -7.82 3.26  C47 1.098
53 H 31.92 -7.73 4.55  C47 1.091
54 H 31.93 -6.37 2.14  O48 0.961
55 C 33.23 -4.94 5.08  C56 1.514, H58 1.091, H59 1.090, H60 1.090
56 C 33.53 -5.26 6.53  C55 1.514, O57 1.424, H61 1.099, H62 1.097
57 O 34.92 -5.11 6.78  C56 1.424, H63 0.960
58 H 32.14 -4.94 4.95  C55 1.091
59 H 33.63 -5.69 4.41  C55 1.090
60 H 33.62 -3.96 4.80  C55 1.090
61 H 33.21 -6.29 6.74  C56 1.099
62 H 32.92 -4.63 7.18  C56 1.097
63 H 35.11 -5.50 7.64  O57 0.960
64 C 25.77 -7.13 0.02  C65 1.497, H67 1.090, H68 1.096, H69 1.095
65 C 24.89 -7.46 1.18  C64 1.497, O66 1.427, H70 1.096, H71 1.095
66 O 24.16 -6.29 1.56  C65 1.427, H72 0.962
67 H 26.50 -6.33 0.18  C64 1.090
68 H 25.21 -6.82 -0.87  C64 1.096
69 H 26.32 -8.02 -0.31  C64 1.095
70 H 25.48 -7.80 2.03  C65 1.096
71 H 24.22 -8.28 0.93  C65 1.095
72 H 23.61 -6.53 2.30  O66 0.962
73 C 25.42 -8.28 7.97  C74 1.506, H76 1.090, H77 1.089, H78 1.094
74 C 25.25 -9.70 7.51  C73 1.506, O75 1.438, H79 1.086, H80 1.098
75 O 23.87 -10.09 7.40  C74 1.438, H81 0.961
76 H 24.79 -8.06 8.83  C73 1.090
77 H 25.18 -7.58 7.18  C73 1.089
78 H 26.47 -8.15 8.24  C73 1.094
79 H 25.69 -10.44 8.16  C74 1.086
80 H 25.71 -9.79 6.52  C74 1.098
81 H 23.46 -9.59 6.69  O75 0.961

Values from the calculation:
SMILES string: CCO.CCO.CCO.CCO.CCO.CCO.CCO.CCO.CCO
HOMO level: -0.358 hartree
Frontier orbital gap: 0.3685 Eh
LUMO level: 0.28 eV

Least stable = i

i.
This record from the OMol25 dataset describes a cluster of 2 separate species, C7H17N2O2 in total. The level of theory is ωB97M-V/def2-TZVPD.

Each atom is followed by the atoms it is bonded to, with distances in Å.
Geometry (Å):
1 C -0.12 -1.03 -1.06  C7 1.543, N8 1.285, O10 1.259
2 C 1.86 -3.26 2.16  C6 1.547, H12 1.092, H13 1.139, H14 1.117
3 C 0.43 1.49 -0.27  C7 1.573, H15 1.083, H16 1.054, H17 1.073
4 C -1.83 0.61 -0.23  C7 1.588, H18 1.104, H19 1.147, H20 1.029
5 C -0.50 1.05 -2.45  C7 1.514, N9 1.517, H21 1.131, H22 1.113
6 C 1.57 -1.75 2.32  C2 1.547, O11 1.440, H23 1.084, H24 1.070
7 C -0.48 0.48 -1.05  C1 1.543, C3 1.573, C4 1.588, C5 1.514
8 N 0.25 -1.76 -0.08  C1 1.285
9 N -1.57 2.12 -2.52  C5 1.517, H26 1.047, H27 1.040, H28 1.012
10 O -0.05 -1.72 -2.11  C1 1.259
11 O 0.35 -1.24 1.77  C6 1.440, H25 0.979
12 H 1.85 -3.50 1.09  C2 1.092
13 H 2.93 -3.39 2.54  C2 1.139
14 H 1.27 -3.98 2.77  C2 1.117
15 H -0.11 2.43 -0.31  C3 1.083
16 H 1.42 1.45 -0.63  C3 1.054
17 H 0.29 1.35 0.78  C3 1.073
18 H -1.70 0.36 0.84  C4 1.104
19 H -2.10 1.72 -0.10  C4 1.147
20 H -2.56 0.04 -0.68  C4 1.029
21 H -0.68 0.19 -3.16  C5 1.131
22 H 0.50 1.49 -2.66  C5 1.113
23 H 2.34 -1.18 1.81  C6 1.084
24 H 1.69 -1.41 3.33  C6 1.070
25 H -0.20 -2.01 2.05  O11 0.979
26 H -2.36 1.60 -2.07  N9 1.047
27 H -1.77 2.37 -3.51  N9 1.040
28 H -1.40 2.93 -1.94  N9 1.012

Values from the calculation:
Charge: +1
HOMO level: -0.471 hartree
Frontier orbital gap: 0.3377 Eh
LUMO level: -3.62 eV

ii.
This record from the OMol25 dataset describes the ion C7H17N2O2 with charge +1. The level of theory is ωB97M-V/def2-TZVPD.

Each atom is followed by the atoms it is bonded to, with distances in Å.
Geometry (Å):
1 C -1.63 -1.93 0.34  C5 1.520, H12 1.087, H13 1.087, H14 1.087
2 C -2.61 1.40 0.14  C6 1.519, H15 1.087, H16 1.087, H17 1.086
3 C 0.14 1.09 -1.17  N9 1.475, H18 1.090, H19 1.087, H20 1.089
4 C 4.23 -0.75 -0.33  N8 1.280, H21 1.075, H22 1.072
5 C -0.93 -1.02 -0.65  C1 1.520, N9 1.497, H23 1.092, H24 1.093
6 C -1.30 0.99 0.80  C2 1.519, N9 1.494, H25 1.091, H26 1.093
7 C 0.80 -0.13 0.81  N9 1.494, O10 1.385, H27 1.109, H28 1.094
8 N 3.23 -0.04 0.05  C4 1.280, O10 1.618, O11 1.200
9 N -0.35 0.23 -0.07  C3 1.475, C5 1.497, C6 1.494, C7 1.494
10 O 1.82 -0.81 0.16  C7 1.385, N8 1.618
11 O 3.10 1.12 0.36  N8 1.200
12 H -2.51 -1.48 0.78  C1 1.087
13 H -1.95 -2.82 -0.20  C1 1.087
14 H -0.97 -2.27 1.14  C1 1.087
15 H -3.24 1.83 0.90  C2 1.087
16 H -2.46 2.15 -0.63  C2 1.087
17 H -3.14 0.55 -0.28  C2 1.086
18 H 0.84 0.53 -1.78  C3 1.090
19 H -0.69 1.41 -1.78  C3 1.087
20 H 0.65 1.96 -0.76  C3 1.089
21 H 5.17 -0.25 -0.44  C4 1.075
22 H 4.10 -1.79 -0.55  C4 1.072
23 H -1.62 -0.73 -1.44  C5 1.092
24 H -0.09 -1.55 -1.10  C5 1.093
25 H -1.51 0.37 1.67  C6 1.091
26 H -0.78 1.89 1.15  C6 1.093
27 H 1.24 0.81 1.21  C7 1.109
28 H 0.44 -0.75 1.64  C7 1.094

Values from the calculation:
SMILES string: C=[N+]([O-])OC[N+](C)(CC)CC
Charge: +1
HOMO level: -0.493 hartree
Frontier orbital gap: 0.3949 Eh
LUMO level: -2.66 eV

Least stable = i

i.
This record from the OMol25 dataset describes the ion C10H17N5 with charge +2. The level of theory is ωB97M-V/def2-TZVPD.

Each atom is followed by the atoms it is bonded to, with distances in Å.
Geometry (Å):
1 C 4.64 1.14 0.13  C2 1.448, N11 1.356, H16 1.066
2 C 4.97 -0.26 0.07  C1 1.448, N13 1.366, H17 1.071
3 C 2.79 0.04 0.01  C5 1.443, N11 1.329, N13 1.363
4 C 0.38 0.84 0.02  C5 1.453, N14 1.397, H18 1.124
5 C 1.38 -0.21 0.09  C3 1.443, C4 1.453, N12 1.325
6 C -0.59 -1.29 -0.10  C7 1.593, N12 1.415, N14 1.507, N15 1.574
7 C -1.16 -1.77 -1.51  C6 1.593, H19 1.031, H20 1.159, H21 1.031
8 C -1.96 2.37 -0.46  C10 1.532, H22 1.071, H23 1.160, H24 0.994
9 C -3.03 0.66 1.00  C10 1.577, H25 1.180, H26 1.001, H27 1.114
10 C -2.08 0.85 -0.25  C8 1.532, C9 1.577, N14 1.415, H28 1.150
11 N 3.29 1.28 0.05  C1 1.356, C3 1.329
12 N 0.80 -1.41 0.08  C5 1.325, C6 1.415
13 N 3.77 -0.91 0.01  C2 1.366, C3 1.363, H29 1.014
14 N -0.86 0.19 0.01  C4 1.397, C6 1.507, C10 1.415
15 N -1.36 -1.96 1.11  C6 1.574, H30 1.055, H31 1.003, H32 0.991
16 H 5.13 2.09 0.18  C1 1.066
17 H 6.01 -0.55 0.08  C2 1.071
18 H 0.59 1.95 -0.01  C4 1.124
19 H -1.48 -2.74 -1.35  C7 1.031
20 H -0.35 -1.73 -2.34  C7 1.159
21 H -1.92 -1.14 -1.80  C7 1.031
22 H -1.83 3.02 0.38  C8 1.071
23 H -0.99 2.49 -1.08  C8 1.160
24 H -2.77 2.63 -0.98  C8 0.994
25 H -3.66 1.65 1.06  C9 1.180
26 H -2.55 0.49 1.86  C9 1.001
27 H -3.67 -0.25 0.99  C9 1.114
28 H -2.71 0.57 -1.16  C10 1.150
29 H 3.78 -1.91 0.14  N13 1.014
30 H -2.03 -1.22 1.45  N15 1.055
31 H -0.55 -2.27 1.60  N15 1.003
32 H -1.96 -2.64 0.71  N15 0.991

Values from the calculation:
SMILES string: CC(C)[N+]1=CC(c2ncc[nH]2)=N[C@@]1(C)[NH3+]
Charge: +2
HOMO level (alpha / beta): -0.569 / -0.569 hartree
Frontier orbital gap (alpha / beta): 0.2160 / 0.2162 Eh
LUMO level (alpha / beta): -9.59 / -9.59 eV

ii.
This record from the OMol25 dataset describes a cluster of 2 separate species, C10H17N5 in total. The level of theory is ωB97M-V/def2-TZVPD.

Each atom is followed by the atoms it is bonded to, with distances in Å.
Geometry (Å):
1 C 2.01 0.57 -2.16  C2 1.348, N13 1.371, H16 1.070
2 C 1.43 0.20 -1.00  C1 1.348, N11 1.356
3 C 2.92 -1.33 -1.45  C7 1.467, N11 1.346, N13 1.335
4 C -1.16 3.01 0.73  C5 1.337, N12 1.411, H17 1.075
5 C -1.56 2.02 1.53  C4 1.337, N14 1.471, H18 1.071
6 C -0.08 1.32 0.02  N12 1.242, N14 1.464
7 C 3.76 -2.53 -1.36  C3 1.467, H19 1.092, H20 1.089, H21 1.088
8 C -2.65 0.28 -0.61  C10 1.520, H22 1.088, H23 1.087, H24 1.087
9 C -2.86 -0.70 1.69  C10 1.519, H25 1.086, H26 1.087, H27 1.088
10 C -1.90 -0.27 0.59  C8 1.520, C9 1.519, N14 1.541, H28 1.094
11 N 1.98 -0.96 -0.56  C2 1.356, C3 1.346, H30 1.012
12 N -0.21 2.54 -0.20  C4 1.411, C6 1.242
13 N 2.94 -0.41 -2.41  C1 1.371, C3 1.335, H29 1.013
14 N -0.89 0.78 1.11  C5 1.471, C6 1.464, C10 1.541, N15 1.419
15 N -0.04 0.16 2.06  N14 1.419, H31 1.020, H32 1.019
16 H 1.85 1.42 -2.79  C1 1.070
17 H -1.43 4.05 0.71  C4 1.075
18 H -2.25 2.02 2.35  C5 1.071
19 H 4.54 -2.40 -0.61  C7 1.092
20 H 3.17 -3.40 -1.07  C7 1.089
21 H 4.24 -2.74 -2.31  C7 1.088
22 H -1.98 0.62 -1.40  C8 1.088
23 H -3.26 -0.52 -1.02  C8 1.087
24 H -3.32 1.09 -0.33  C8 1.087
25 H -3.52 0.11 1.99  C9 1.086
26 H -2.36 -1.10 2.56  C9 1.087
27 H -3.48 -1.49 1.29  C9 1.088
28 H -1.27 -1.11 0.30  C10 1.094
29 H 3.55 -0.43 -3.22  N13 1.013
30 H 1.75 -1.45 0.30  N11 1.012
31 H 0.66 0.83 2.40  N15 1.020
32 H -0.57 -0.18 2.86  N15 1.019

Values from the calculation:
Charge: +2
HOMO level: -0.626 hartree
Frontier orbital gap: 0.3529 Eh
LUMO level: -7.44 eV

Least stable = ii